No. 1
One molecule with the formula C4H5NO2, computed with wB97M-V/def2-TZVPD.

ORCA input file:
```
! RIJCOSX wB97M-V def2-TZVPD def2/J DEFGRID3
* xyz 0 1
O 1.6451 1.5600 0.7254
C 1.9954 0.4343 0.4672
C 1.0406 -0.6740 0.0205
O 1.4362 -1.8230 -0.0369
N -0.1686 -0.2190 -0.3783
C -1.5277 -0.6376 -0.4486
C -1.1423 0.7634 -0.0391
H 3.0455 0.0913 0.5496
H -1.9098 -1.3042 0.3243
H -1.9134 -0.8173 -1.4506
H -1.2478 1.5873 -0.7424
H -1.2533 1.0389 1.0088
*
```

Output
Structure (SMILES): O=CC(=O)N1CC1
Molar mass in g mol⁻¹: 99.09
Frontier orbital gap in Ha: 0.36069
Relative energy (zero: lowest compared OMol25 entry of this formula, charge and spin) in eV: 2.0154


No. 2
One molecule with the formula C4H5NO2, computed with wB97M-V/def2-TZVPD.

ORCA input file:
```
! RIJCOSX wB97M-V def2-TZVPD def2/J DEFGRID3
* xyz 0 1
N 0.1555 -1.3531 -1.4822
C 0.0624 -0.3724 -0.5235
C 0.9539 0.4249 0.0744
C 0.2469 1.1624 1.1726
O -1.1478 0.9284 0.9488
C -1.2929 -0.0023 -0.0194
O -2.3526 -0.4292 -0.3976
H 1.0323 -1.8532 -1.5014
H -0.6507 -1.9660 -1.4887
H 0.4244 2.2395 1.2145
H 2.0139 0.5200 -0.1256
H 0.4936 0.7298 2.1506
*
```

Output
Structure (SMILES): NC1=CCOC1=O
Molar mass in g mol⁻¹: 99.09
Frontier orbital gap in Ha: 0.36134
Relative energy (zero: lowest compared OMol25 entry of this formula, charge and spin) in eV: 0.3057


No. 3
One molecule with the formula C4H5NO2, computed with wB97M-V/def2-TZVPD.

ORCA input file:
```
! RIJCOSX wB97M-V def2-TZVPD def2/J DEFGRID3
* xyz 0 1
O 2.9550 -0.2555 -0.2190
C 1.8718 0.0369 -0.6580
C 0.6558 0.1872 0.2233
C -0.1482 1.4279 0.0937
N -0.5973 -0.2491 -0.4207
C -1.6068 -0.8506 0.3581
O -2.7417 -0.9608 -0.0114
H 1.7026 0.2488 -1.7343
H 0.7973 -0.2968 1.1929
H -0.8920 0.4183 -1.1530
H -0.7686 1.5156 0.9998
H -1.2278 -1.2220 1.3288
*
```

Output
Molar mass in g mol⁻¹: 99.09
Frontier orbital gap in Ha: 0.35096
Relative energy (zero: lowest compared OMol25 entry of this formula, charge and spin) in eV: 4.7312


No. 4
One molecule with the formula C4H5NO2, computed with wB97M-V/def2-TZVPD.

ORCA input file:
```
! RIJCOSX wB97M-V def2-TZVPD def2/J DEFGRID3
* xyz 0 1
C -0.2386 -1.8450 0.8502
C -0.6457 0.3655 -0.2165
N -1.0921 -0.8008 0.3469
O 0.6825 0.5916 -0.0096
C 1.1799 1.6960 -0.5617
C 1.6376 2.6856 -1.0654
O -1.4139 1.0888 -0.8412
H -2.0536 -1.0129 0.1153
H -0.8546 -2.5726 1.3835
H 0.5175 -1.4312 1.5222
H 0.2532 -2.3277 0.0014
H 2.0279 3.5626 -1.5252
*
```

Output
Structure (SMILES): C#COC(=O)NC
Molar mass in g mol⁻¹: 99.09
Frontier orbital gap in Ha: 0.39072
Relative energy (zero: lowest compared OMol25 entry of this formula, charge and spin) in eV: 2.4540


No. 5
One molecule with the formula C4H5NO2, computed with wB97M-V/def2-TZVPD.

ORCA input file:
```
! RIJCOSX wB97M-V def2-TZVPD def2/J DEFGRID3
* xyz 0 1
O 1.7441 1.3756 -0.2858
C 1.9382 0.2277 0.0232
C 0.8581 -0.8054 0.3825
O 1.2332 -1.9557 0.4353
N -0.4703 -0.4528 0.5831
C -1.4156 -0.3706 -0.5210
C -1.1240 0.8153 0.3242
H 2.9360 -0.2512 -0.0133
H -2.3279 -0.9523 -0.4196
H -0.9897 -0.3485 -1.5229
H -0.5485 1.6353 -0.0895
H -1.8335 1.0825 1.1037
*
```

Output
Structure (SMILES): O=CC(=O)N1CC1
Molar mass in g mol⁻¹: 99.09
Frontier orbital gap in Ha: 0.34462
Relative energy (zero: lowest compared OMol25 entry of this formula, charge and spin) in eV: 2.2641


No. 6
C4H5NO2 as an isolated structure, computed with wB97M-V/def2-TZVPD.

ORCA input file:
```
! RIJCOSX wB97M-V def2-TZVPD def2/J DEFGRID3
* xyz 0 1
O -1.8755 0.8005 0.8527
C -1.2358 1.6034 0.1522
C 0.0729 1.1080 -0.3538
O 0.8529 1.6830 -1.0970
N 0.1966 -0.1515 0.1743
C 1.1693 -1.1342 -0.2878
C -0.9605 -0.8525 0.5470
H -1.6164 2.5928 -0.1592
H 1.8944 -1.3879 0.4931
H 1.6406 -0.7391 -1.1853
H 0.5802 -2.0119 -0.5690
H -0.7188 -1.5106 1.4329
*
```

Output
Molar mass in g mol⁻¹: 99.09
Frontier orbital gap (alpha / beta) in Ha: 0.26641 / 0.26644
Relative energy (zero: lowest compared OMol25 entry of this formula, charge and spin) in eV: 4.5320


No. 7
A 2-piece molecular cluster, C4H5NO2 overall, computed with wB97M-V/def2-TZVPD.

ORCA input file:
```
! RIJCOSX wB97M-V def2-TZVPD def2/J DEFGRID3
* xyz 0 1
C -0.0974 -2.0256 -0.5162
O -1.1424 -1.0285 -0.5683
C -1.1320 -0.2188 0.4511
N -1.0201 0.3685 1.4397
O -0.8965 1.0872 2.4288
C 0.8073 2.2887 0.1425
C 1.1426 2.0425 -0.9871
H 0.8796 -1.5355 -0.5289
H -0.2127 -2.6291 0.3880
H -0.2356 -2.6389 -1.4056
H 0.4649 2.4423 1.1492
H 1.4421 1.8472 -1.9931
*
```

Output
Structure (SMILES): COC#[N+][O-].C#C
Molar mass in g mol⁻¹: 99.09
Frontier orbital gap in Ha: 0.36104
Relative energy (zero: lowest compared OMol25 entry of this formula, charge and spin) in eV: 6.5820


No. 8
One molecule with the formula C4H5NO2, computed with wB97M-V/def2-TZVPD.

ORCA input file:
```
! RIJCOSX wB97M-V def2-TZVPD def2/J DEFGRID3
* xyz 0 1
C -0.2368 0.6441 -0.3203
C -0.0553 -0.3316 -1.2575
C 0.2073 -1.4948 -0.5031
C 0.2696 -1.2929 0.8778
H -0.7410 2.2511 -1.3870
H 0.0965 -0.0701 -2.2698
H 0.5752 -2.3824 -1.0599
H 0.8498 -1.7582 1.7288
H -0.2238 1.6517 1.6309
N -0.1536 0.0321 0.9278
O -0.6985 1.8825 -0.4501
O 0.1106 0.8685 2.0825
*
```

Output
Structure (SMILES): Oc1cccn1O
Molar mass in g mol⁻¹: 99.09
Frontier orbital gap in Ha: 0.30692
Relative energy (zero: lowest compared OMol25 entry of this formula, charge and spin) in eV: 3.6074


No. 9
C4H5NO2 as an isolated structure, computed with wB97M-V/def2-TZVPD.

ORCA input file:
```
! RIJCOSX wB97M-V def2-TZVPD def2/J DEFGRID3
* xyz 0 1
O 1.2415 1.8500 1.5486
C 1.0017 0.9796 0.7984
N 1.2817 0.1097 -0.0558
C 0.4686 -1.0705 -0.2994
C -0.9579 -0.6753 0.0122
O -1.3071 -0.2770 1.3894
C -0.9582 0.6726 0.6030
H 0.1890 1.2084 -1.2045
H 0.8669 -1.9426 0.2354
H 0.4878 -1.2988 -1.3710
H -1.7998 -1.0438 -0.5542
H -0.5142 1.4878 -1.1022
*
```

Output
Molar mass in g mol⁻¹: 99.09
Frontier orbital gap in Ha: 0.33908
Relative energy (zero: lowest compared OMol25 entry of this formula, charge and spin) in eV: 6.3655


No. 10
One molecule with the formula C4H5NO2, computed with wB97M-V/def2-TZVPD.

ORCA input file:
```
! RIJCOSX wB97M-V def2-TZVPD def2/J DEFGRID3
* xyz 0 1
O 2.9637 -0.2263 -0.2305
C 1.8519 -0.0279 -0.6522
C 0.6456 0.0591 0.2256
C -0.4372 1.0117 -0.1602
N -0.6009 -0.4137 -0.3450
C -1.5824 -1.0107 0.4666
O -2.7404 -1.0325 0.1501
H 1.6494 0.1507 -1.7289
H 0.8314 -0.1083 1.2864
H -0.4308 1.5346 -1.1058
H -0.9456 1.4947 0.6763
H -1.2048 -1.4314 1.4177
*
```

Output
Structure (SMILES): O=C[C@H]1CN1C=O
Molar mass in g mol⁻¹: 99.09
Frontier orbital gap in Ha: 0.40066
Relative energy (zero: lowest compared OMol25 entry of this formula, charge and spin) in eV: 2.1060


No. 11
A 2-piece molecular cluster, C4H5NO2 overall, computed with wB97M-V/def2-TZVPD.

ORCA input file:
```
! RIJCOSX wB97M-V def2-TZVPD def2/J DEFGRID3
* xyz 0 1
O 2.0024 -0.1223 2.1313
C 1.0247 -0.2121 1.4345
C 0.1884 1.2504 -0.3582
C 1.0370 0.0334 -0.0653
N -1.4890 -1.9149 -1.2676
C -2.2417 -1.0685 -1.0441
O -1.0021 1.2950 -0.1456
H 0.0292 -0.4656 1.8513
H 0.7275 2.1382 -0.7439
H 2.0665 0.1692 -0.4028
H 0.5785 -0.8346 -0.5583
H -2.9214 -0.2683 -0.8313
*
```

Output
Structure (SMILES): O=CCC=O.C#N
Molar mass in g mol⁻¹: 99.09
Frontier orbital gap in Ha: 0.38815
Relative energy (zero: lowest compared OMol25 entry of this formula, charge and spin) in eV: 1.8921


No. 12
One molecule with the formula C4H5NO2S, computed with wB97M-V/def2-TZVPD.

ORCA input file:
```
! RIJCOSX wB97M-V def2-TZVPD def2/J DEFGRID3
* xyz 0 1
C -3.1316 -0.0332 -0.2898
C 0.0220 -0.9761 0.3725
C 0.8826 0.2447 0.0555
C 2.2871 -0.1660 -0.2991
H -3.7513 0.2272 -1.1717
H -3.4708 0.2456 0.7067
H 0.1981 -1.6317 -0.5062
H 0.4458 -1.5067 1.2156
H 2.9257 0.6886 -0.6526
N -2.0181 -0.5929 -0.5298
O -1.3359 -0.7834 0.6094
O 2.6423 -1.3257 -0.1824
S 0.4354 1.7865 0.1042
*
```

Output
Structure (SMILES): C=NOCC(=S)C=O
Molar mass in g mol⁻¹: 131.16
Frontier orbital gap in Ha: 0.28628
Relative energy (zero: lowest compared OMol25 entry of this formula, charge and spin) in eV: 4.2483


No. 13
A 2-piece molecular cluster, C4H5NO2S overall, computed with wB97M-V/def2-TZVPD.

ORCA input file:
```
! RIJCOSX wB97M-V def2-TZVPD def2/J DEFGRID3
* xyz 0 3
C -0.3670 -1.1303 -0.8880
C -2.2502 -1.1808 0.4404
C -0.0548 -0.0597 -0.1460
C 1.5369 1.3172 -0.2054
N -1.6375 -1.8150 -0.4397
O -1.1644 0.6396 2.1439
O 2.6429 0.7443 0.2777
S -1.4810 0.4932 0.7003
H 0.2435 -1.7129 -1.5903
H -3.2677 -1.4020 0.8219
H 1.0293 1.9157 0.5850
H 1.4656 1.6431 -1.2729
H 3.3044 0.5477 -0.4268
*
```

Output
Molar mass in g mol⁻¹: 131.16
Frontier orbital gap (alpha / beta) in Ha: 0.22847 / 0.24380
Relative energy (zero: lowest compared OMol25 entry of this formula, charge and spin) in eV: 3.3330


No. 14
A 2-piece molecular cluster, C4H5NO3 overall, computed with wB97M-V/def2-TZVPD.

ORCA input file:
```
! RIJCOSX wB97M-V def2-TZVPD def2/J DEFGRID3
* xyz 0 1
C 2.3511 0.8756 -0.6383
C 1.7784 0.1331 0.4083
C 2.1572 -0.4483 -1.1205
C -1.6402 -1.2057 0.0456
N -1.7164 0.0097 0.4060
O -2.0326 0.9223 -0.5204
O -1.4026 0.3886 1.5487
O 2.2528 -1.1125 0.1598
H -1.9126 1.7820 -0.0162
H 2.2626 1.8661 -1.1222
H 0.8499 0.2059 1.1121
H -1.7461 -1.5097 -0.9790
H -1.2016 -1.9071 0.7160
*
```

Output
Structure (SMILES): C1=C2O[C@@H]12.C=[N+]([O-])O
Molar mass in g mol⁻¹: 115.09
Frontier orbital gap in Ha: 0.35881
Relative energy (zero: lowest compared OMol25 entry of this formula, charge and spin) in eV: 9.4318


No. 15
A 2-piece molecular cluster, C4H5NO3 overall, computed with wB97M-V/def2-TZVPD.

ORCA input file:
```
! RIJCOSX wB97M-V def2-TZVPD def2/J DEFGRID3
* xyz 0 1
C -0.6119 -0.2217 0.2480
C 0.6789 1.3659 -0.6678
C 1.4236 0.1672 -0.4247
C 0.5257 -0.8804 0.0381
H -2.6241 -0.5334 0.3326
H -1.7416 -1.0536 1.9764
H 0.9119 3.3692 -0.0023
H 2.3429 -0.3202 -0.9744
H -0.2963 -2.3818 0.3966
N -1.7163 -0.7427 0.7844
O -0.5801 1.1404 -0.1456
O 0.9779 2.3799 -1.4707
O 0.7094 -2.2887 -0.0906
*
```

Output
Molar mass in g mol⁻¹: 115.09
Frontier orbital gap in Ha: 0.20061
Relative energy (zero: lowest compared OMol25 entry of this formula, charge and spin) in eV: 8.0519


No. 16
A 2-piece molecular cluster, C4H5NO3 overall, computed with wB97M-V/def2-TZVPD.

ORCA input file:
```
! RIJCOSX wB97M-V def2-TZVPD def2/J DEFGRID3
* xyz 0 1
C -1.5731 -0.6852 1.1128
C -1.0463 -1.3134 0.0603
C 0.3502 1.1596 0.1692
C 1.7884 -0.5221 -0.8664
O -0.3026 1.7062 -0.8865
N 0.8031 -0.1523 -0.1742
O -1.1097 -1.9287 -0.9377
O 0.7604 1.7937 1.1102
H -0.5923 2.6010 -0.6379
H -0.9788 -0.2318 1.8852
H -2.5321 -1.0151 1.4766
H 1.9709 -1.5863 -0.9572
H 2.4619 0.1746 -1.3544
*
```

Output
Structure (SMILES): C=NC(=O)O.C=C=O
Molar mass in g mol⁻¹: 115.09
Frontier orbital gap in Ha: 0.33022
Relative energy (zero: lowest compared OMol25 entry of this formula, charge and spin) in eV: 2.5809


No. 17
One molecule with the formula C4H5NO3, computed with wB97M-V/def2-TZVPD.

ORCA input file:
```
! RIJCOSX wB97M-V def2-TZVPD def2/J DEFGRID3
* xyz 0 1
C -0.6323 1.7000 -0.2955
C 0.0466 0.6262 -0.0812
C 1.8042 -0.5833 0.2416
C -1.6721 -1.0206 -0.0885
H -0.2496 2.7781 0.2289
H -1.7926 1.5412 -0.3442
H 2.8050 -0.5009 -0.2440
H 2.0680 -0.8262 1.2729
H -1.5560 -2.0438 -0.8712
N -0.2710 -0.7280 -0.0382
O 1.2853 0.7687 0.0826
O 0.7464 -1.4252 -0.2474
O -2.5818 -0.2863 0.3842
*
```

Output
Structure (SMILES): C=C1OCON1C=O
Molar mass in g mol⁻¹: 115.09
Frontier orbital gap in Ha: 0.33154
Relative energy (zero: lowest compared OMol25 entry of this formula, charge and spin) in eV: 6.8240


No. 18
One molecule with the formula C4H5NO3, computed with wB97M-V/def2-TZVPD.

ORCA input file:
```
! RIJCOSX wB97M-V def2-TZVPD def2/J DEFGRID3
* xyz 0 1
C -0.0937 -0.3897 -0.2476
C 0.8787 0.6218 -0.2601
C -0.4397 -0.2305 1.1896
C -1.1568 -0.1996 -1.3880
H 0.9249 -2.0290 0.3204
H 0.6657 1.5961 -0.5815
H 1.7578 0.1093 -0.8065
H -1.4663 -0.7232 1.5044
H -0.9783 -1.2663 -2.1130
N 0.5801 0.3597 1.8592
O 0.4024 -1.6779 -0.5420
O 1.4198 0.9767 0.9259
O -1.8341 0.8242 -1.2715
*
```

Output
Structure (SMILES): O=C[C@]1(O)C=NOC1
Molar mass in g mol⁻¹: 115.09
Frontier orbital gap in Ha: 0.37652
Relative energy (zero: lowest compared OMol25 entry of this formula, charge and spin) in eV: 5.8568


No. 19
One molecule with the formula C4H5NO3, computed with wB97M-V/def2-TZVPD.

ORCA input file:
```
! RIJCOSX wB97M-V def2-TZVPD def2/J DEFGRID3
* xyz 0 1
C 0.9133 -0.1618 0.0822
C -0.4108 1.5592 0.9550
C 0.1073 -1.1874 -0.3901
C -0.9395 -0.7396 -1.1964
H 2.7008 -1.1375 0.7857
H 2.7459 0.6151 0.4887
H -0.6055 2.7031 0.7604
H 0.5528 -2.1081 -0.4186
H -1.0918 0.3330 -1.1781
N 2.1036 -0.2183 0.7694
O 0.6151 1.1324 0.0884
O -1.0953 0.7733 1.6462
O -1.6510 -1.3682 -2.0506
*
```

Output
Structure (SMILES): N/C(=C/C=O)OC=O
Molar mass in g mol⁻¹: 115.09
Frontier orbital gap in Ha: 0.34250
Relative energy (zero: lowest compared OMol25 entry of this formula, charge and spin) in eV: 2.5521


No. 20
A 2-piece molecular cluster, C4H5NO3 overall, computed with wB97M-V/def2-TZVPD.

ORCA input file:
```
! RIJCOSX wB97M-V def2-TZVPD def2/J DEFGRID3
* xyz 0 1
C 0.7869 -0.3282 1.4073
C 0.7833 -0.9056 0.2119
C -3.0994 0.2518 -0.2355
C 0.9680 0.3124 -0.7189
N 0.8071 1.1372 0.5766
O -3.9559 -0.4062 -0.5909
O -2.1298 0.7666 0.1230
O 0.8744 -2.2191 -0.2995
H 2.0855 0.1958 -1.1182
H 0.3213 0.6372 -1.4786
H -0.1805 1.6148 0.7409
H 1.5170 1.7455 0.8855
H 1.2221 -2.8023 0.4962
*
```

Output
Molar mass in g mol⁻¹: 115.09
Frontier orbital gap in Ha: 0.30738
Relative energy (zero: lowest compared OMol25 entry of this formula, charge and spin) in eV: 4.4703